Computed, not measured: 18 unconnected molecules or ions with the total composition C66H166N2O18 in a non-equilibrium geometry, with ωB97M-V/def2-TZVPD.

Net charge   0
LUMO   0.41 eV

Positions of all 252 atoms, in Å:
C (3.731, 2.069, -4.817)
C (2.400, 2.422, -4.071)
C (1.995, 3.896, -4.490)
O (1.409, 1.617, -4.652)
H (4.041, 1.071, -4.505)
H (4.502, 2.801, -4.576)
H (3.532, 2.080, -5.889)
H (2.494, 2.215, -3.005)
H (0.909, 3.956, -4.556)
H (2.200, 4.164, -5.527)
H (2.396, 4.617, -3.777)
H (0.910, 1.284, -3.903)
C (-0.268, 0.287, -9.042)
C (-0.165, 1.041, -7.692)
C (-1.105, 2.271, -7.640)
O (-0.407, 0.118, -6.586)
H (0.137, 0.987, -9.773)
H (-1.258, -0.008, -9.389)
H (0.401, -0.572, -9.099)
H (0.869, 1.374, -7.614)
H (-2.145, 1.953, -7.575)
H (-0.914, 2.937, -8.481)
H (-1.017, 2.900, -6.754)
H (0.435, 0.188, -6.130)
C (6.143, -4.307, 2.061)
C (4.878, -3.946, 1.286)
C (3.650, -4.501, 1.916)
O (4.732, -2.495, 1.218)
H (7.048, -3.747, 1.824)
H (6.259, -5.384, 1.940)
H (5.898, -4.237, 3.121)
H (4.949, -4.189, 0.226)
H (3.698, -5.516, 2.309)
H (2.881, -4.572, 1.146)
H (3.255, -3.966, 2.779)
H (5.639, -2.269, 0.999)
C (3.105, 5.288, 4.806)
C (3.168, 5.169, 3.268)
C (4.591, 5.429, 2.616)
O (2.932, 3.796, 2.925)
H (2.203, 4.883, 5.264)
H (3.278, 6.230, 5.326)
H (3.952, 4.750, 5.232)
H (2.370, 5.803, 2.882)
H (4.511, 5.758, 1.580)
H (5.261, 4.580, 2.481)
H (5.237, 6.211, 3.014)
H (3.075, 3.732, 1.978)
C (6.448, -1.302, -1.466)
C (6.343, -1.298, -3.018)
C (6.671, 0.079, -3.721)
O (7.061, -2.292, -3.560)
H (5.979, -0.360, -1.179)
H (7.422, -1.542, -1.040)
H (5.742, -2.061, -1.129)
H (5.297, -1.455, -3.284)
H (6.544, -0.017, -4.799)
H (7.714, 0.389, -3.655)
H (6.093, 0.810, -3.157)
H (7.978, -2.217, -3.286)
C (-3.895, -0.313, 4.027)
C (-4.803, 0.870, 3.660)
C (-4.287, 1.692, 2.500)
O (-6.095, 0.454, 3.369)
H (-3.085, -0.154, 4.739)
H (-3.424, -0.702, 3.125)
H (-4.531, -1.136, 4.351)
H (-4.776, 1.503, 4.547)
H (-4.085, 1.025, 1.663)
H (-3.270, 1.996, 2.746)
H (-4.851, 2.596, 2.269)
H (-6.563, 1.187, 2.962)
C (4.935, -4.545, -4.648)
C (4.399, -3.666, -5.783)
C (2.927, -3.299, -5.825)
O (5.063, -2.408, -5.741)
H (6.009, -4.733, -4.644)
H (4.600, -5.582, -4.611)
H (4.650, -3.998, -3.750)
H (4.666, -4.151, -6.722)
H (2.572, -3.007, -6.814)
H (2.690, -2.478, -5.148)
H (2.346, -4.189, -5.587)
H (5.785, -2.521, -5.118)
C (-0.086, 8.037, -4.269)
C (-0.126, 7.360, -2.860)
C (-1.045, 6.056, -2.778)
O (1.198, 6.839, -2.667)
H (0.570, 7.500, -4.954)
H (0.410, 9.005, -4.344)
H (-1.034, 8.088, -4.805)
H (-0.366, 8.036, -2.039)
H (-0.731, 5.388, -1.976)
H (-0.952, 5.538, -3.733)
H (-2.090, 6.349, -2.675)
H (1.888, 7.498, -2.767)
C (-0.943, -3.700, -6.611)
C (-2.037, -3.308, -5.631)
C (-2.428, -4.374, -4.750)
O (-1.567, -2.099, -4.883)
H (-0.404, -2.849, -7.027)
H (-1.384, -4.315, -7.396)
H (-0.246, -4.412, -6.169)
H (-2.890, -3.139, -6.288)
H (-1.651, -5.132, -4.652)
H (-3.343, -4.910, -5.002)
H (-2.702, -3.957, -3.782)
H (-1.326, -1.518, -5.608)
C (0.287, -5.514, -2.095)
C (-0.399, -6.100, -0.733)
C (-0.782, -7.567, -0.864)
O (0.656, -5.961, 0.283)
H (-0.374, -5.714, -2.938)
H (1.340, -5.734, -2.273)
H (0.167, -4.435, -2.000)
H (-1.316, -5.554, -0.513)
H (-1.376, -7.989, -0.054)
H (0.091, -8.220, -0.877)
H (-1.524, -7.744, -1.642)
H (0.901, -5.033, 0.258)
C (3.256, -0.975, 5.195)
C (2.390, -0.029, 4.331)
C (0.960, -0.192, 4.575)
O (2.728, 1.301, 4.869)
H (2.787, -1.934, 4.974)
H (3.332, -0.740, 6.257)
H (4.277, -1.001, 4.816)
H (2.512, -0.088, 3.249)
H (0.737, -1.181, 4.175)
H (0.332, 0.553, 4.085)
H (0.716, -0.228, 5.637)
H (2.400, 1.994, 4.292)
C (5.195, 2.846, -0.477)
C (4.224, 1.873, 0.156)
C (4.613, 0.953, 1.224)
O (3.011, 2.500, 0.493)
H (5.953, 2.307, -1.044)
H (5.618, 3.416, 0.350)
H (4.683, 3.484, -1.198)
H (3.854, 1.303, -0.696)
H (3.870, 0.165, 1.349)
H (4.673, 1.471, 2.181)
H (5.517, 0.396, 0.977)
H (2.234, 1.942, 0.408)
C (-0.005, -0.661, 0.990)
C (0.822, -0.218, -0.169)
C (0.615, -1.183, -1.342)
O (0.501, 1.027, -0.661)
H (0.160, -0.037, 1.868)
H (0.223, -1.698, 1.238)
H (-1.046, -0.515, 0.701)
H (1.893, -0.236, 0.033)
H (-0.367, -1.314, -1.797)
H (0.972, -2.192, -1.135)
H (1.118, -0.789, -2.226)
H (0.050, 0.958, -1.506)
C (-0.707, 6.192, 2.152)
C (-1.560, 4.948, 1.769)
C (-0.734, 3.689, 1.843)
O (-2.592, 4.929, 2.675)
H (0.095, 6.347, 1.431)
H (-0.154, 6.085, 3.085)
H (-1.135, 7.192, 2.085)
H (-1.991, 4.993, 0.769)
H (0.046, 3.615, 1.085)
H (-1.355, 2.820, 1.625)
H (-0.177, 3.617, 2.777)
H (-3.071, 5.761, 2.656)
C (-3.341, 0.362, -3.170)
C (-2.141, 1.213, -3.639)
C (-2.080, 2.544, -2.879)
O (-0.981, 0.517, -3.261)
H (-3.164, -0.689, -3.394)
H (-4.314, 0.630, -3.581)
H (-3.586, 0.540, -2.122)
H (-2.232, 1.463, -4.696)
H (-2.898, 3.188, -3.204)
H (-1.202, 3.032, -3.303)
H (-1.783, 2.487, -1.831)
H (-1.023, -0.378, -3.605)
C (-1.405, -7.831, 3.027)
C (-1.941, -6.434, 2.979)
C (-0.857, -5.388, 3.276)
O (-2.405, -6.257, 1.684)
H (-0.957, -7.888, 4.019)
H (-0.562, -7.984, 2.354)
H (-2.153, -8.619, 2.940)
H (-2.752, -6.327, 3.699)
H (-0.762, -5.208, 4.347)
H (-1.144, -4.414, 2.879)
H (0.188, -5.605, 3.056)
H (-1.688, -6.453, 1.077)
C (-3.999, -2.869, 0.454)
C (-5.241, -3.424, -0.329)
C (-5.444, -2.426, -1.477)
C (-6.436, -2.984, -2.420)
C (-5.988, -4.424, -2.943)
C (-5.790, -5.441, -1.783)
N (-4.912, -4.874, -0.789)
O (-4.779, -5.747, 0.330)
C (-7.119, -5.929, -1.211)
C (-5.108, -6.630, -2.423)
C (-6.376, -3.212, 0.799)
H (-3.769, -3.504, 1.310)
H (-4.046, -1.840, 0.811)
H (-3.106, -2.934, -0.167)
H (-5.827, -1.434, -1.237)
H (-4.516, -2.235, -2.015)
H (-6.607, -2.333, -3.277)
H (-7.471, -3.119, -2.106)
H (-5.233, -4.418, -3.730)
H (-6.847, -4.705, -3.553)
H (-6.753, -6.779, -0.634)
H (-7.765, -5.249, -0.656)
H (-7.700, -6.559, -1.884)
H (-4.236, -6.385, -3.030)
H (-4.639, -7.297, -1.700)
H (-5.793, -7.220, -3.031)
H (-6.612, -4.213, 1.159)
H (-7.264, -2.664, 0.485)
H (-6.107, -2.644, 1.690)
H (-3.843, -5.776, 0.544)
C (1.042, 4.714, 7.539)
C (-0.293, 5.171, 8.240)
C (-0.770, 6.528, 7.544)
C (-1.372, 6.333, 6.226)
C (-2.577, 5.450, 6.420)
C (-2.249, 4.025, 6.951)
N (-1.464, 4.195, 8.184)
O (-1.075, 3.025, 8.884)
C (-3.620, 3.362, 7.362)
C (-1.535, 3.148, 5.867)
C (0.123, 5.481, 9.679)
H (1.577, 3.880, 7.993)
H (1.651, 5.522, 7.134)
H (0.851, 4.230, 6.581)
H (-1.390, 7.092, 8.241)
H (0.034, 7.262, 7.588)
H (-0.736, 5.747, 5.562)
H (-1.597, 7.323, 5.829)
H (-3.178, 5.324, 5.520)
H (-3.134, 5.939, 7.220)
H (-4.104, 3.941, 8.148)
H (-4.298, 3.222, 6.520)
H (-3.593, 2.380, 7.836)
H (-0.996, 2.245, 6.155)
H (-2.333, 2.825, 5.199)
H (-0.811, 3.707, 5.274)
H (0.969, 6.166, 9.741)
H (0.536, 4.652, 10.253)
H (-0.700, 5.953, 10.217)
H (-0.366, 2.707, 8.321)

Here are the Mulliken charges for atoms 1 to 2, given in e: atom 1 (C): -1.42, atom 2 (C): 1.44